Record 1
Molecular formula: C10H13CrF6NO4S2
Method: DFT, ωB97M-V/def2-TZVPD

XYZ file:
```
37
C10H13CrF6NO4S2 ωB97M-V/def2-TZVPD
C -1.268 -1.281 -1.374
C 1.368 -0.101 -1.534
C -1.497 0.254 -1.392
H -2.270 -1.743 -1.447
C 1.142 1.312 -1.538
H 2.263 -0.514 -1.040
H -2.506 0.521 -1.049
H 1.900 1.961 -1.085
C -1.112 1.084 -2.648
H -1.936 1.763 -2.897
H -1.038 0.466 -3.551
C -0.365 -1.822 -2.489
H -0.930 -1.875 -3.433
H -0.107 -2.871 -2.259
C 0.920 -0.996 -2.693
H 0.839 -0.445 -3.634
H 1.720 -1.717 -2.897
C 0.156 1.958 -2.497
H 0.629 2.161 -3.474
H -0.093 2.964 -2.107
Cr -0.056 0.463 -0.037
H -0.924 -1.702 -0.419
F -1.100 3.203 3.851
C -1.007 1.888 3.560
F -0.899 1.182 4.700
F -2.121 1.511 2.900
S 0.525 1.648 2.483
O 0.269 2.478 1.309
O 1.685 1.841 3.292
N 0.339 0.089 1.925
S 1.346 -1.192 2.384
O 1.539 -1.962 1.178
O 2.453 -0.767 3.183
C 0.232 -2.242 3.485
F 0.033 -1.652 4.679
F -0.961 -2.430 2.887
F 0.832 -3.438 3.678
```

Properties
* relative energy (zero: lowest compared OMol25 entry of this formula, charge and spin): 0.0 kcal/mol
* <S²>: 6.088
* LUMO energy (spin up / spin down): 0.18 / -0.81 eV
* orbital gap (spin up / spin down): 8.8411 / 7.8693 eV
* spin multiplicity: 5

Just the Löwdin charges please, in e? Sure, here they are: atom 1 (C): -0.2332, atom 2 (C): -0.1598, atom 3 (C): -0.2841, atom 4 (H): 0.1181, atom 5 (C): -0.1870, atom 6 (H): 0.1180, atom 7 (H): 0.0963, atom 8 (H): 0.1232, atom 9 (C): -0.2055, atom 10 (H): 0.1063, atom 11 (H): 0.0967, atom 12 (C): -0.1872, atom 13 (H): 0.1139, atom 14 (H): 0.1155, atom 15 (C): -0.1717, atom 16 (H): 0.1074, atom 17 (H): 0.1154, atom 18 (C): -0.1792, atom 19 (H): 0.1240, atom 20 (H): 0.1184, atom 21 (Cr): 0.6975, atom 22 (H): 0.0916, atom 23 (F): 0.1341, atom 24 (C): -0.6094, atom 25 (F): 0.1388, atom 26 (F): 0.1313, atom 27 (S): 0.6694, atom 28 (O): -0.3039, atom 29 (O): -0.2362, atom 30 (N): -0.3790, atom 31 (S): 0.6695, atom 32 (O): -0.2828, atom 33 (O): -0.2499, atom 34 (C): -0.6110, atom 35 (F): 0.1344, atom 36 (F): 0.1275, atom 37 (F): 0.1327

---

Record 2
Molecular formula: C10H13FI2O2P
Method: DFT, ωB97M-V/def2-TZVPD

XYZ file:
```
29
C10H13FI2O2P ωB97M-V/def2-TZVPD
C 2.354 0.478 -1.843
C 1.946 1.638 -0.945
I 3.770 2.652 -0.293
C 0.907 2.586 -1.480
I 1.451 3.522 -3.330
P -0.942 1.710 -1.555
C -2.676 0.934 -1.492
O -3.377 1.154 -2.488
O -2.823 0.211 -0.480
H 2.630 0.844 -2.839
H 1.522 -0.234 -1.933
H 3.208 -0.067 -1.428
H 1.542 1.260 0.003
H 0.789 3.423 -0.784
H -0.305 0.455 -1.426
H -1.134 2.290 -2.847
H -1.135 2.380 -0.307
F 1.202 -1.175 0.406
C 0.269 -1.638 1.275
C -0.821 -0.845 1.562
C -1.765 -1.338 2.450
C -1.605 -2.589 3.031
C -0.492 -3.360 2.721
C 0.461 -2.887 1.831
H -0.955 0.109 1.073
H -2.639 -0.739 2.666
H -2.352 -2.968 3.717
H -0.365 -4.338 3.169
H 1.334 -3.467 1.564
```

Properties
* net charge: -1
* LUMO energy: 2.40 eV
* orbital gap: 6.2451 eV

Just the Löwdin charges please, in e? Sure, here they are: atom 1 (C): -0.2326, atom 2 (C): -0.9309, atom 3 (I): 0.6816, atom 4 (C): -0.9875, atom 5 (I): 0.6904, atom 6 (P): 0.8376, atom 7 (C): -0.9232, atom 8 (O): -0.1159, atom 9 (O): -0.1392, atom 10 (H): 0.0332, atom 11 (H): 0.0550, atom 12 (H): 0.0527, atom 13 (H): 0.0486, atom 14 (H): 0.0010, atom 15 (H): 0.0094, atom 16 (H): -0.0402, atom 17 (H): 0.0191, atom 18 (F): 0.0366, atom 19 (C): -0.2669, atom 20 (C): -0.0128, atom 21 (C): -0.0683, atom 22 (C): -0.1053, atom 23 (C): -0.1037, atom 24 (C): -0.0288, atom 25 (H): 0.0816, atom 26 (H): 0.1096, atom 27 (H): 0.0936, atom 28 (H): 0.0952, atom 29 (H): 0.1103

---

Record 3
Molecular formula: C10H13IrN3O5
Method: DFT, ωB97M-V/def2-TZVPD

XYZ file:
```
32
C10H13IrN3O5 ωB97M-V/def2-TZVPD
O -0.074 3.460 0.372
C -0.167 2.379 0.002
Ir -0.098 -0.299 -0.542
O 0.024 0.078 -3.587
C -0.013 -0.054 -2.388
C -0.085 -2.113 -0.057
O -0.074 -3.231 0.266
C -2.082 -0.073 -0.488
O -3.232 -0.012 -0.547
C 1.841 -0.002 -0.202
O 2.983 0.083 -0.038
C 2.298 -0.259 4.142
N 0.919 -0.122 4.575
C 0.731 -0.119 6.007
C -0.073 -0.035 3.649
N 0.222 -0.171 2.361
N -1.365 0.214 3.954
C -2.042 0.373 5.225
C -2.267 0.297 2.835
H 2.951 -0.222 5.019
H 2.564 0.545 3.456
H 2.447 -1.219 3.627
H 0.415 0.872 6.385
H 0.031 -0.911 6.337
H 1.708 -0.338 6.478
H 1.226 -0.411 2.346
H -2.613 1.315 5.205
H -2.764 -0.448 5.370
H -1.370 0.401 6.089
H -1.967 1.094 2.154
H -2.279 -0.641 2.274
H -3.279 0.507 3.212
```

Properties
* relative energy (zero: lowest compared OMol25 entry of this formula, charge and spin): 6.0 kcal/mol
* net charge: +3
* <S²>: 6.053
* LUMO energy (spin up / spin down): -10.67 / -15.45 eV
* orbital gap (spin up / spin down): 6.8664 / 5.8347 eV
* spin multiplicity: 5

Just the Löwdin charges please, in e? Sure, here they are: atom 1 (O): 0.1429, atom 2 (C): 0.0105, atom 3 (Ir): 1.0950, atom 4 (O): 0.1895, atom 5 (C): -0.2253, atom 6 (C): -0.2838, atom 7 (O): 0.1904, atom 8 (C): -0.2397, atom 9 (O): 0.1982, atom 10 (C): -0.2477, atom 11 (O): 0.1848, atom 12 (C): 0.0621, atom 13 (N): 0.0256, atom 14 (C): 0.0441, atom 15 (C): -0.2738, atom 16 (N): 0.2787, atom 17 (N): 0.0283, atom 18 (C): 0.0651, atom 19 (C): 0.0213, atom 20 (H): 0.1378, atom 21 (H): 0.1419, atom 22 (H): 0.1562, atom 23 (H): 0.1575, atom 24 (H): 0.1526, atom 25 (H): 0.1372, atom 26 (H): 0.0622, atom 27 (H): 0.1618, atom 28 (H): 0.1706, atom 29 (H): 0.0792, atom 30 (H): 0.1117, atom 31 (H): 0.1232, atom 32 (H): 0.1420

---

Record 4
Molecular formula: C10H13N2
Method: DFT, ωB97M-V/def2-TZVPD

XYZ file:
```
25
C10H13N2 ωB97M-V/def2-TZVPD
C -2.594 -1.658 0.606
C -2.947 -0.604 -0.201
C -1.320 -1.940 0.967
C -1.976 0.323 -0.530
C -0.317 -1.124 0.502
C -0.693 -0.031 -0.278
C 1.957 -0.121 0.508
C -2.414 1.394 -1.506
C 0.990 1.054 0.151
C 4.157 0.546 0.087
N 1.063 -1.170 0.953
N 3.123 -0.373 0.256
H -3.299 -2.243 1.026
H -4.021 -0.226 -0.367
H -1.105 -2.772 1.702
H -1.560 1.468 -2.090
H -3.368 1.301 -2.066
H -2.566 2.310 -0.952
H 1.335 1.815 -0.635
H 0.244 0.612 -0.884
H 0.609 1.303 1.068
H 5.044 -0.132 -0.233
H 3.866 1.336 -0.583
H 4.529 0.968 1.104
H 1.264 -2.036 1.396
```

Properties
* relative energy (zero: lowest compared OMol25 entry of this formula, charge and spin): 132.8 kcal/mol
* net charge: +1
* LUMO energy (spin up / spin down): -4.93 / -4.93 eV
* orbital gap (spin up / spin down): 7.6405 / 7.6400 eV

Just the Löwdin charges please, in e? Sure, here they are: atom 1 (C): -0.0370, atom 2 (C): -0.0045, atom 3 (C): -0.0008, atom 4 (C): -0.2346, atom 5 (C): -0.1772, atom 6 (C): -0.0033, atom 7 (C): -0.3287, atom 8 (C): -0.0020, atom 9 (C): 0.1633, atom 10 (C): -0.1195, atom 11 (N): 0.1385, atom 12 (N): 0.0309, atom 13 (H): 0.0931, atom 14 (H): 0.1673, atom 15 (H): 0.1593, atom 16 (H): 0.0575, atom 17 (H): 0.1146, atom 18 (H): 0.0942, atom 19 (H): 0.1653, atom 20 (H): 0.1745, atom 21 (H): 0.0969, atom 22 (H): 0.1177, atom 23 (H): 0.0677, atom 24 (H): 0.1271, atom 25 (H): 0.1399

---

Record 5
Molecular formula: C10H13N2O5SW
Method: DFT, ωB97M-V/def2-TZVPD

XYZ file:
```
32
C10H13N2O5SW ωB97M-V/def2-TZVPD
O -0.779 3.104 -7.360
C -0.791 2.741 -6.266
W -0.636 0.436 -2.013
C -0.910 1.490 -0.331
O -1.051 2.129 0.643
C -0.937 -1.474 -2.680
O -1.103 -2.553 -3.070
C 1.080 1.120 -2.812
O 2.092 1.492 -3.271
C -2.435 1.011 -2.861
O -3.539 1.278 -3.159
H -0.895 0.773 -3.735
C -1.359 -2.051 0.790
N -0.490 -1.161 1.568
C -1.140 -0.594 2.755
C 0.664 -0.672 1.065
S 1.044 -0.905 -0.612
N 1.559 -0.013 1.820
C 1.613 -0.151 3.271
C 2.725 0.582 1.187
H -1.897 -2.690 1.504
H -0.756 -2.676 0.125
H -2.099 -1.481 0.201
H -0.680 -0.969 3.679
H -1.147 0.504 2.739
H -2.180 -0.943 2.756
H 1.424 -1.181 3.591
H 2.620 0.121 3.590
H 0.924 0.532 3.779
H 3.278 -0.169 0.614
H 2.438 1.398 0.517
H 3.363 0.973 1.976
```

Properties
* relative energy (zero: lowest compared OMol25 entry of this formula, charge and spin): 37.8 kcal/mol
* net charge: +3
* <S²>: 2.068
* LUMO energy (spin up / spin down): -15.02 / -15.68 eV
* orbital gap (spin up / spin down): 5.4234 / 4.5747 eV
* spin multiplicity: 3

Just the Löwdin charges please, in e? Sure, here they are: atom 1 (O): 0.0518, atom 2 (C): 0.0013, atom 3 (W): 0.9555, atom 4 (C): -0.1144, atom 5 (O): 0.2442, atom 6 (C): -0.1528, atom 7 (O): 0.2722, atom 8 (C): -0.1739, atom 9 (O): 0.2566, atom 10 (C): -0.1265, atom 11 (O): 0.2623, atom 12 (H): 0.1115, atom 13 (C): -0.0264, atom 14 (N): -0.1631, atom 15 (C): -0.0010, atom 16 (C): -0.6065, atom 17 (S): 0.9856, atom 18 (N): -0.1328, atom 19 (C): 0.0186, atom 20 (C): -0.0194, atom 21 (H): 0.1350, atom 22 (H): 0.0856, atom 23 (H): 0.1001, atom 24 (H): 0.1114, atom 25 (H): 0.1056, atom 26 (H): 0.1205, atom 27 (H): 0.1276, atom 28 (H): 0.1211, atom 29 (H): 0.1185, atom 30 (H): 0.1097, atom 31 (H): 0.1002, atom 32 (H): 0.1219

---

Record 6
Molecular formula: C10H13N2OS2
Method: DFT, ωB97M-V/def2-TZVPD

XYZ file:
```
28
C10H13N2OS2 ωB97M-V/def2-TZVPD
C -0.379 -3.322 0.395
S -0.337 -1.736 -0.607
C 0.667 -0.727 0.502
S 2.000 -1.521 1.355
C 2.787 -2.412 -0.049
C 0.473 0.588 0.473
C 1.308 1.761 1.083
N 2.641 1.639 0.900
O 0.759 2.653 1.674
N -0.724 1.178 -0.091
C -0.935 1.031 -1.393
C -2.196 1.263 -1.893
C -3.171 1.948 -1.131
C -2.862 2.275 0.142
C -1.577 1.891 0.705
H 0.549 -3.751 0.595
H -1.126 -4.035 -0.169
H -1.121 -3.046 1.163
H 3.816 -2.038 -0.124
H 2.387 -2.032 -0.962
H 2.659 -3.497 0.015
H 3.056 1.091 0.190
H 3.035 2.516 1.281
H -0.110 0.692 -1.928
H -2.394 0.909 -2.949
H -4.202 2.025 -1.578
H -3.669 2.650 0.658
H -1.334 2.009 1.743
```

Properties
* relative energy (zero: lowest compared OMol25 entry of this formula, charge and spin): 3.3 kcal/mol
* net charge: +1
* LUMO energy: -4.09 eV
* SMILES: CSC(SC)=C(C(N)=O)[n+]1ccccc1
* orbital gap: 8.1904 eV

Just the Löwdin charges please, in e? Sure, here they are: atom 1 (C): -0.3304, atom 2 (S): 0.8819, atom 3 (C): -0.7700, atom 4 (S): 0.9006, atom 5 (C): -0.3472, atom 6 (C): -0.2183, atom 7 (C): -0.4844, atom 8 (N): 0.1854, atom 9 (O): 0.0860, atom 10 (N): -0.0311, atom 11 (C): -0.0852, atom 12 (C): -0.0012, atom 13 (C): -0.0254, atom 14 (C): 0.0178, atom 15 (C): 0.0966, atom 16 (H): -0.0186, atom 17 (H): 0.0902, atom 18 (H): 0.0432, atom 19 (H): 0.0467, atom 20 (H): 0.0121, atom 21 (H): 0.0480, atom 22 (H): 0.0972, atom 23 (H): 0.1487, atom 24 (H): 0.1202, atom 25 (H): 0.1490, atom 26 (H): 0.1519, atom 27 (H): 0.0970, atom 28 (H): 0.1394

---

Record 7
Molecular formula: C10H13N3O
Method: DFT, ωB97M-V/def2-TZVPD

XYZ file:
```
27
C10H13N3O ωB97M-V/def2-TZVPD
C -1.237 2.588 0.051
C -1.526 3.072 1.344
C -0.722 2.583 2.284
C 0.266 1.571 1.996
C 0.576 1.213 0.657
C 1.878 -0.555 -0.517
C 0.967 -1.731 -0.867
C 0.632 -3.977 -1.088
C -0.760 -3.308 -0.865
C -0.276 1.554 -0.431
H -2.258 1.875 -1.763
H -2.441 3.550 1.591
H -0.917 2.737 3.274
H 0.987 1.399 2.808
H 1.830 -0.374 1.456
H 2.852 -1.063 -0.126
H 1.864 0.393 -1.108
H 0.867 -4.975 -2.018
H 1.005 -4.643 -0.092
H -1.428 -3.857 -1.809
H -1.383 -3.568 0.019
H -0.809 -1.428 0.056
H -0.324 1.199 -1.581
N 1.573 0.123 0.666
N 1.573 -2.818 -0.981
N -0.518 -1.853 -0.867
O -2.129 2.817 -0.978
```

Properties
* relative energy (zero: lowest compared OMol25 entry of this formula, charge and spin): 111.6 kcal/mol
* LUMO energy: 0.28 eV
* orbital gap: 8.2625 eV

Just the Löwdin charges please, in e? Sure, here they are: atom 1 (C): -0.2899, atom 2 (C): -0.0506, atom 3 (C): -0.0994, atom 4 (C): -0.0418, atom 5 (C): -0.2249, atom 6 (C): -0.1742, atom 7 (C): -0.3259, atom 8 (C): -0.2291, atom 9 (C): -0.2508, atom 10 (C): 0.0200, atom 11 (H): 0.2686, atom 12 (H): 0.1114, atom 13 (H): 0.0745, atom 14 (H): 0.1066, atom 15 (H): 0.0929, atom 16 (H): 0.1578, atom 17 (H): 0.1248, atom 18 (H): 0.1834, atom 19 (H): 0.1279, atom 20 (H): 0.1496, atom 21 (H): 0.0966, atom 22 (H): 0.1251, atom 23 (H): 0.1544, atom 24 (N): -0.0476, atom 25 (N): 0.0284, atom 26 (N): 0.0120, atom 27 (O): -0.0998

---

Record 8
Molecular formula: C10H13N3O2
Method: DFT, ωB97M-V/def2-TZVPD

XYZ file:
```
28
C10H13N3O2 ωB97M-V/def2-TZVPD
C -3.969 -1.140 0.701
C -3.383 -0.112 1.461
C -3.187 -1.762 -0.265
C -2.133 0.342 1.128
C 0.536 -1.011 2.191
C -0.478 0.458 -0.624
C 3.482 1.049 -0.297
C 0.588 -0.432 -1.217
C 2.232 1.493 -1.128
C 1.565 0.412 -2.013
N -2.011 -1.338 -0.613
N 1.211 -0.022 2.294
N -1.551 -0.180 -0.097
O -1.544 1.135 1.875
O 0.101 -2.066 2.066
H -4.888 -1.584 1.005
H -3.899 0.478 2.250
H -3.464 -2.632 -0.816
H 4.291 0.340 -0.724
H 3.044 0.724 0.588
H 3.959 2.093 -0.206
H 1.144 -0.770 -0.357
H 0.218 -1.158 -1.778
H 2.651 2.113 -1.884
H 1.412 1.742 -0.500
H 0.857 1.057 -2.606
H 2.345 -0.146 -2.516
H 0.871 0.917 2.082
```

Properties
* relative energy (zero: lowest compared OMol25 entry of this formula, charge and spin): 129.3 kcal/mol
* LUMO energy (spin up / spin down): -1.49 / -1.49 eV
* orbital gap (spin up / spin down): 7.1961 / 7.1940 eV

Just the Löwdin charges please, in e? Sure, here they are: atom 1 (C): 0.0001, atom 2 (C): 0.0317, atom 3 (C): -0.1265, atom 4 (C): -0.4296, atom 5 (C): -0.4561, atom 6 (C): 0.1135, atom 7 (C): -0.1002, atom 8 (C): -0.2037, atom 9 (C): -0.2663, atom 10 (C): -0.2194, atom 11 (N): 0.1208, atom 12 (N): 0.1994, atom 13 (N): -0.0664, atom 14 (O): 0.0572, atom 15 (O): 0.1706, atom 16 (H): 0.1019, atom 17 (H): 0.1449, atom 18 (H): 0.1097, atom 19 (H): 0.0993, atom 20 (H): -0.0034, atom 21 (H): 0.0898, atom 22 (H): 0.1129, atom 23 (H): 0.0553, atom 24 (H): 0.0846, atom 25 (H): 0.0606, atom 26 (H): 0.1203, atom 27 (H): 0.1087, atom 28 (H): 0.0902